Run A
Entry from the OMol25 dataset: a cluster of 11 separate species, C47H112N10O15 in total (ωB97M-V/def2-TZVPD).

Cartesian coordinates (Å):
C: -1.838 -2.007 4.305
C: -2.462 -3.028 5.212
O: -1.556 -3.611 6.116
O: -0.615 -2.486 3.709
H: -1.550 -1.057 4.766
H: -2.448 -1.795 3.424
H: -2.800 -3.802 4.514
H: -3.315 -2.571 5.719
H: -1.426 -4.514 5.803
H: -0.302 -3.003 4.471
C: 2.088 0.376 4.881
C: 0.977 1.418 5.010
O: 0.605 1.681 6.382
O: 3.158 0.480 5.816
H: 2.373 0.294 3.826
H: 1.677 -0.614 5.085
H: 0.154 0.882 4.523
H: 1.122 2.342 4.448
H: -0.341 1.818 6.280
H: 3.105 1.369 6.181
C: 0.619 0.216 0.418
C: 0.005 -1.162 0.152
O: 0.441 -2.009 1.187
O: -0.188 0.766 1.459
H: 0.434 0.772 -0.508
H: 1.688 0.218 0.627
H: 0.289 -1.611 -0.802
H: -1.082 -1.090 0.045
H: 0.110 -1.742 2.055
H: 0.126 1.647 1.700
C: 4.785 -2.321 1.356
C: 4.187 -2.306 -0.055
O: 3.136 -3.236 -0.269
O: 5.496 -3.536 1.582
H: 4.144 -2.170 2.230
H: 5.600 -1.609 1.516
H: 4.994 -2.681 -0.686
H: 3.794 -1.314 -0.282
H: 2.320 -2.893 0.108
H: 5.100 -4.212 1.021
C: -0.901 -5.833 3.403
O: -0.201 -5.710 4.428
N: -0.880 -5.070 2.300
N: -1.624 -6.958 3.189
H: -1.596 -5.199 1.604
H: -0.344 -4.216 2.278
H: -1.578 -7.786 3.755
H: -2.042 -7.032 2.278
C: 1.610 4.177 2.347
O: 1.670 2.997 1.963
N: 2.586 4.653 3.146
N: 0.517 4.958 2.307
H: 3.330 3.980 3.261
H: 2.889 5.579 2.870
H: 0.585 5.749 2.919
H: -0.295 4.575 1.831
C: 2.727 -3.407 5.033
O: 3.743 -2.975 5.587
N: 2.141 -2.792 4.000
N: 1.998 -4.416 5.521
H: 1.326 -3.053 3.484
H: 2.535 -1.892 3.790
H: 2.385 -4.920 6.300
H: 1.071 -4.658 5.178
C: -0.835 4.520 -4.865
C: -1.441 3.244 -5.527
C: -0.545 2.891 -6.742
C: 0.772 2.163 -6.365
C: 0.430 1.032 -5.419
C: -0.335 1.386 -4.112
N: -1.520 2.117 -4.575
O: -2.445 2.305 -3.564
C: -0.629 0.052 -3.400
C: 0.431 2.244 -3.122
C: -2.823 3.419 -6.114
H: 0.237 4.532 -5.052
H: -1.123 4.690 -3.828
H: -1.233 5.402 -5.377
H: -1.047 2.355 -7.549
H: -0.476 3.885 -7.196
H: 1.582 2.795 -6.004
H: 1.111 1.665 -7.276
H: 1.426 0.671 -5.147
H: -0.159 0.250 -5.897
H: -0.779 -0.836 -4.020
H: 0.118 -0.340 -2.708
H: -1.532 0.217 -2.808
H: 1.233 1.702 -2.617
H: 0.748 3.184 -3.564
H: -0.248 2.414 -2.281
H: -2.883 4.250 -6.824
H: -3.603 3.794 -5.445
H: -3.187 2.504 -6.579
H: -3.146 1.649 -3.634
C: -2.214 2.783 3.155
C: -3.192 3.003 1.999
C: -4.487 3.514 2.737
C: -5.467 4.307 1.907
C: -4.835 5.345 1.019
C: -3.698 4.785 0.175
N: -2.764 4.140 1.120
O: -1.453 4.056 0.569
C: -4.229 3.951 -0.979
C: -2.930 6.015 -0.425
C: -3.595 1.713 1.241
H: -2.260 1.816 3.654
H: -2.400 3.495 3.960
H: -1.182 2.982 2.862
H: -4.911 2.571 3.088
H: -4.324 4.175 3.590
H: -6.256 4.766 2.504
H: -5.971 3.605 1.231
H: -4.588 6.103 1.771
H: -5.590 5.867 0.429
H: -3.446 3.617 -1.658
H: -4.864 3.131 -0.634
H: -5.022 4.498 -1.495
H: -2.557 5.757 -1.418
H: -3.587 6.881 -0.498
H: -2.039 6.288 0.136
H: -3.269 0.828 1.794
H: -3.090 1.611 0.277
H: -4.648 1.506 1.046
H: -1.647 3.359 -0.077
C: -1.809 -4.974 -2.766
C: -2.928 -4.722 -1.705
C: -4.175 -4.396 -2.547
C: -5.431 -4.386 -1.668
C: -5.590 -5.694 -0.937
C: -4.338 -6.153 -0.112
N: -3.062 -5.939 -0.855
O: -1.863 -6.292 -0.185
C: -4.298 -5.338 1.253
C: -4.589 -7.630 0.181
C: -2.436 -3.518 -0.868
H: -0.811 -4.931 -2.337
H: -2.003 -4.260 -3.567
H: -2.069 -5.940 -3.202
H: -4.162 -3.396 -2.984
H: -4.219 -5.068 -3.405
H: -6.290 -4.343 -2.344
H: -5.526 -3.525 -1.005
H: -5.852 -6.477 -1.653
H: -6.456 -5.688 -0.272
H: -3.341 -5.437 1.743
H: -4.677 -4.332 1.075
H: -5.064 -5.784 1.893
H: -5.647 -7.816 0.376
H: -4.451 -8.236 -0.717
H: -3.997 -7.955 1.037
H: -2.123 -2.799 -1.629
H: -1.576 -3.763 -0.247
H: -3.225 -3.019 -0.305
H: -1.712 -7.187 -0.507
C: 3.644 2.903 -1.066
C: 4.813 2.319 -1.882
C: 5.371 3.515 -2.586
C: 6.700 3.251 -3.244
C: 7.740 2.806 -2.190
C: 7.206 1.557 -1.353
N: 5.796 1.811 -0.960
O: 5.326 0.790 -0.104
C: 7.444 0.334 -2.253
C: 8.012 1.333 -0.058
C: 4.373 1.174 -2.840
H: 3.948 3.740 -0.438
H: 3.265 2.157 -0.363
H: 2.765 3.151 -1.661
H: 4.770 4.012 -3.350
H: 5.569 4.315 -1.868
H: 7.090 4.197 -3.629
H: 6.635 2.564 -4.089
H: 7.876 3.682 -1.553
H: 8.696 2.520 -2.627
H: 8.494 0.249 -2.531
H: 7.177 -0.535 -1.648
H: 6.831 0.358 -3.150
H: 7.924 2.131 0.679
H: 7.469 0.525 0.434
H: 9.013 0.980 -0.299
H: 3.375 1.238 -3.287
H: 4.323 0.165 -2.431
H: 5.042 1.233 -3.698
H: 5.195 1.237 0.739

HOMO-LUMO gap = 8.19 eV
total charge = 0
SMILES string = CC1(C)CCCC(C)(C)N1O.CC1(C)CCCC(C)(C)N1O.CC1(C)CCCC(C)(C)N1O.CC1(C)CCCC(C)(C)N1O.NC(N)=O.NC(N)=O.NC(N)=O.OCCO.OCCO.OCCO.OCCO

Results of the Mulliken charge analysis, in e, for atoms 1 through 8: number 1, C, carries -0.265; number 2, C, carries -0.405; number 3, O, carries -0.569; number 4, O, carries -0.058; number 5, H, carries 0.082; number 6, H, carries 0.290; number 7, H, carries 0.132; number 8, H, carries 0.419

---

Run B
Entry from the OMol25 dataset: a cluster of 11 separate species, C47H112N10O15 in total (ωB97M-V/def2-TZVPD).

Cartesian coordinates (Å):
C: 14.593 -1.883 -26.739
C: 13.599 -3.065 -26.664
C: 12.924 -3.106 -25.252
C: 11.807 -2.101 -25.083
C: 10.666 -2.317 -26.121
C: 11.257 -2.062 -27.543
N: 12.497 -2.874 -27.726
O: 12.895 -2.890 -29.013
C: 10.178 -2.384 -28.590
C: 11.593 -0.587 -27.745
C: 14.240 -4.416 -26.838
H: 14.105 -1.013 -26.300
H: 14.930 -1.574 -27.728
H: 15.475 -1.989 -26.107
H: 12.644 -4.142 -25.063
H: 13.719 -2.813 -24.566
H: 12.128 -1.067 -25.212
H: 11.416 -2.170 -24.068
H: 9.874 -1.617 -25.856
H: 10.292 -3.336 -26.025
H: 10.496 -2.225 -29.620
H: 9.827 -3.407 -28.460
H: 9.292 -1.749 -28.589
H: 12.293 -0.159 -27.026
H: 11.866 -0.433 -28.789
H: 10.604 -0.130 -27.787
H: 14.969 -4.684 -26.074
H: 14.811 -4.336 -27.764
H: 13.519 -5.217 -27.001
H: 12.492 -3.687 -29.365
C: 16.965 -5.003 -45.002
C: 16.935 -6.446 -45.434
C: 17.523 -6.447 -46.863
C: 17.905 -7.838 -47.365
C: 18.860 -8.544 -46.405
C: 18.323 -8.556 -44.948
N: 17.873 -7.207 -44.490
O: 17.574 -7.153 -43.122
C: 17.230 -9.602 -44.857
C: 19.454 -9.112 -44.038
C: 15.422 -6.946 -45.427
H: 16.648 -4.891 -43.965
H: 16.303 -4.312 -45.523
H: 17.942 -4.548 -44.838
H: 16.809 -6.080 -47.600
H: 18.491 -5.964 -47.000
H: 18.328 -7.893 -48.368
H: 16.981 -8.402 -47.491
H: 19.813 -8.019 -46.474
H: 18.926 -9.580 -46.737
H: 17.680 -10.574 -45.054
H: 16.772 -9.666 -43.869
H: 16.457 -9.441 -45.609
H: 20.191 -8.399 -43.667
H: 19.021 -9.617 -43.175
H: 19.940 -9.948 -44.543
H: 15.003 -7.022 -44.424
H: 15.109 -7.882 -45.891
H: 14.921 -6.170 -46.006
H: 18.056 -6.396 -42.781
C: 6.370 2.898 -38.500
C: 6.860 4.060 -37.564
C: 5.907 4.235 -36.327
C: 6.022 3.128 -35.364
C: 7.457 3.145 -34.835
C: 8.566 3.057 -35.935
N: 8.192 3.902 -37.061
O: 9.222 3.871 -38.053
C: 9.876 3.652 -35.308
C: 8.794 1.562 -36.218
C: 6.655 5.361 -38.325
H: 7.013 2.614 -39.333
H: 5.399 3.126 -38.940
H: 6.279 1.978 -37.922
H: 6.117 5.224 -35.920
H: 4.861 4.124 -36.612
H: 5.862 2.125 -35.761
H: 5.296 3.323 -34.575
H: 7.538 2.227 -34.253
H: 7.753 3.898 -34.104
H: 10.727 3.639 -35.988
H: 9.776 4.734 -35.226
H: 10.210 3.268 -34.344
H: 9.302 1.357 -37.161
H: 9.437 1.138 -35.447
H: 7.868 0.996 -36.312
H: 5.624 5.600 -38.584
H: 7.248 5.326 -39.239
H: 7.005 6.199 -37.722
H: 9.614 4.747 -38.065
C: 6.391 -3.729 -41.764
C: 6.066 -4.778 -42.799
C: 4.570 -4.696 -42.880
C: 3.939 -5.316 -44.101
C: 4.645 -4.777 -45.375
C: 6.252 -4.712 -45.383
N: 6.740 -4.313 -44.056
O: 8.120 -4.223 -43.928
C: 6.780 -6.097 -45.729
C: 6.736 -3.663 -46.424
C: 6.430 -6.225 -42.320
H: 7.474 -3.643 -41.678
H: 5.993 -4.023 -40.793
H: 6.080 -2.754 -42.140
H: 4.046 -4.975 -41.966
H: 4.340 -3.630 -42.892
H: 2.871 -5.198 -44.283
H: 4.054 -6.400 -44.067
H: 4.365 -3.788 -45.738
H: 4.341 -5.433 -46.191
H: 7.817 -6.109 -46.067
H: 6.633 -6.703 -44.836
H: 6.076 -6.559 -46.421
H: 7.351 -2.897 -45.952
H: 7.522 -4.021 -47.089
H: 5.971 -3.208 -47.054
H: 5.990 -6.995 -42.955
H: 6.101 -6.552 -41.334
H: 7.496 -6.416 -42.439
H: 8.261 -5.170 -43.860
C: 6.161 -6.364 -33.978
C: 5.507 -4.981 -33.728
O: 4.230 -5.199 -33.096
O: 5.825 -7.055 -35.149
H: 5.901 -7.109 -33.226
H: 7.251 -6.348 -33.970
H: 5.532 -4.611 -34.753
H: 6.186 -4.357 -33.148
H: 4.266 -5.900 -32.441
H: 6.438 -7.782 -35.276
C: 16.702 -0.195 -33.566
C: 16.941 -0.360 -35.049
O: 16.404 -1.535 -35.626
O: 17.530 0.659 -32.855
H: 16.526 -1.153 -33.077
H: 15.704 0.244 -33.569
H: 17.991 -0.335 -35.342
H: 16.525 0.532 -35.515
H: 15.466 -1.587 -35.427
H: 17.120 1.030 -32.071
C: 11.968 -5.955 -36.930
C: 13.149 -6.046 -37.846
O: 13.107 -7.104 -38.777
O: 12.302 -4.975 -36.025
H: 11.820 -6.935 -36.476
H: 11.133 -5.692 -37.580
H: 14.099 -6.236 -37.348
H: 13.261 -5.136 -38.437
H: 13.588 -6.901 -39.583
H: 12.585 -5.464 -35.249
C: 18.966 -11.113 -37.207
C: 19.399 -12.622 -37.224
O: 19.051 -13.305 -36.058
O: 17.601 -11.091 -37.605
H: 19.585 -10.406 -37.759
H: 18.975 -10.683 -36.205
H: 20.485 -12.649 -37.129
H: 19.238 -13.133 -38.173
H: 18.155 -13.626 -36.184
H: 17.459 -10.794 -38.507
C: 11.081 -8.598 -30.065
O: 11.584 -7.941 -30.933
N: 10.815 -8.181 -28.841
N: 10.889 -9.883 -30.191
H: 11.233 -7.311 -28.544
H: 10.409 -8.824 -28.175
H: 11.065 -10.353 -31.067
H: 10.619 -10.406 -29.370
C: 8.828 -11.381 -39.293
O: 8.903 -11.061 -38.159
N: 9.640 -11.180 -40.257
N: 7.875 -12.135 -39.757
H: 9.414 -11.459 -41.201
H: 10.371 -10.534 -39.994
H: 8.067 -12.724 -40.555
H: 7.225 -12.533 -39.095
C: 13.087 -14.663 -36.305
O: 14.127 -15.269 -36.070
N: 11.946 -15.247 -36.615
N: 13.029 -13.368 -36.226
H: 11.036 -14.817 -36.705
H: 12.148 -16.179 -36.947
H: 13.876 -12.818 -36.259
H: 12.150 -12.964 -36.516

HOMO-LUMO gap = 7.94 eV
total charge = 0
SMILES string = CC1(C)CCCC(C)(C)N1O.CC1(C)CCCC(C)(C)N1O.CC1(C)CCCC(C)(C)N1O.CC1(C)CCCC(C)(C)N1O.NC(N)=O.NC(N)=O.NC(N)=O.OCCO.OCCO.OCCO.OCCO

Results of the Mulliken charge analysis, in e, for atoms 1 through 8: number 1, C, carries -1.629; number 2, C, carries 1.472; number 3, C, carries -1.077; number 4, C, carries -0.717; number 5, C, carries -0.950; number 6, C, carries 1.141; number 7, N, carries 0.517; number 8, O, carries -0.455

---

Winner for stability: run A

---

Run A
Entry from the OMol25 dataset: the molecule C2H3O2P (ωB97M-V/def2-TZVPD).

Cartesian coordinates (Å):
C: -0.805 0.714 0.203
C: -0.092 -0.385 -0.433
O: -0.235 1.586 0.771
O: 2.307 -0.803 1.069
P: 1.743 -0.117 -0.098
H: -2.006 0.688 0.006
H: -0.678 -1.295 -0.007
H: -0.234 -0.387 -1.510

HOMO-LUMO gap = 8.81 eV
total charge = 0
SMILES string = O=CCP=O

For reference, the Mulliken charges in units of e are: number 1, C, carries 0.162; number 2, C, carries -0.558; number 3, O, carries -0.440; number 4, O, carries -0.413; number 5, P, carries 0.320; number 6, H, carries 0.254; number 7, H, carries 0.331; number 8, H, carries 0.345

---

Run B
Entry from the OMol25 dataset: a cluster of 2 separate species, C2H3O2P in total (ωB97M-V/def2-TZVPD).

Cartesian coordinates (Å):
C: -1.285 -0.312 -0.626
C: 1.285 -0.060 0.212
O: -2.047 -0.139 0.242
O: 1.544 -0.879 -0.608
P: 0.415 1.454 -0.232
H: -0.192 1.539 0.975
H: 1.629 -0.330 1.247
H: -1.349 -1.272 -1.209

HOMO-LUMO gap (alpha / beta) = 8.12 / 8.13 eV
total charge = 0

For reference, the Mulliken charges in units of e are: number 1, C, carries -0.023; number 2, C, carries 0.015; number 3, O, carries -0.277; number 4, O, carries -0.422; number 5, P, carries -0.003; number 6, H, carries 0.042; number 7, H, carries 0.358; number 8, H, carries 0.310

---

Winner for stability: run A

---

Run A
Entry from the OMol25 dataset: a structure of composition C23H21F6N2O3P2V (ωB97M-V/def2-TZVPD).

Cartesian coordinates (Å):
V: 1.235 1.136 0.309
C: -1.781 2.520 3.153
C: -0.761 1.810 2.349
N: -0.470 2.075 1.118
O: -1.162 3.056 0.451
C: 0.092 0.698 2.896
C: 0.137 0.205 4.293
N: 0.793 0.313 1.909
O: 1.853 -0.315 1.551
H: -2.659 2.750 2.548
H: -1.365 3.460 3.533
H: -2.083 1.924 4.011
H: -1.256 3.825 1.034
H: 0.180 1.051 4.981
H: 1.017 -0.416 4.443
H: -0.756 -0.379 4.526
C: 2.923 -3.769 -1.303
C: 2.210 -3.712 -0.108
C: 1.247 -2.741 0.075
C: 0.974 -1.828 -0.953
C: 1.697 -1.887 -2.150
C: 2.669 -2.860 -2.320
P: -0.257 -0.553 -0.730
C: -1.752 -1.124 0.060
C: -2.739 -0.173 0.348
C: -3.952 -0.580 0.874
C: -4.185 -1.930 1.116
C: -3.217 -2.875 0.815
C: -1.998 -2.479 0.281
C: -0.667 0.041 -2.384
C: -1.566 -0.502 -3.282
C: -1.665 0.087 -4.540
C: -0.901 1.202 -4.897
C: -0.026 1.778 -3.993
C: 0.069 1.175 -2.738
H: 3.681 -4.528 -1.441
H: 2.413 -4.424 0.680
H: 0.709 -2.698 1.013
H: 1.502 -1.194 -2.958
H: 3.224 -2.910 -3.246
H: -2.584 0.875 0.120
H: -4.724 0.150 1.081
H: -5.135 -2.246 1.526
H: -3.410 -3.925 0.984
H: -1.258 -3.227 0.028
H: -2.170 -1.362 -3.024
H: -2.352 -0.331 -5.264
H: -1.010 1.628 -5.885
H: 0.553 2.657 -4.241
O: 1.218 2.642 -1.087
C: 0.787 1.653 -1.599
F: 3.149 1.108 -0.157
P: 3.985 2.401 0.905
F: 3.655 3.351 -0.287
F: 5.359 1.969 0.345
F: 4.356 3.547 1.873
F: 3.975 1.304 2.016
F: 2.200 2.576 1.344

HOMO-LUMO gap = 6.72 eV
total charge = +2

Results of the Mulliken charge analysis, in e, for atoms 1 through 8: number 1, V, carries -1.150; number 2, C, carries -1.661; number 3, C, carries 1.002; number 4, N, carries 0.778; number 5, O, carries -0.464; number 6, C, carries 0.037; number 7, C, carries -1.775; number 8, N, carries 1.382

---

Run B
Entry from the OMol25 dataset: a structure of composition C23H21F6N2O3P2V (ωB97M-V/def2-TZVPD).

Cartesian coordinates (Å):
V: 0.118 -0.530 0.861
C: 2.750 -0.367 5.044
C: 2.099 -0.755 3.766
N: 0.993 -1.399 3.687
O: 0.227 -1.827 4.705
C: 2.743 -0.459 2.434
C: 4.208 -0.349 2.205
N: 1.870 -0.453 1.516
O: 1.889 -0.492 0.203
H: 2.055 -0.290 5.879
H: 3.248 0.595 4.930
H: 3.511 -1.111 5.302
H: 0.596 -1.490 5.540
H: 4.757 -0.313 3.143
H: 4.425 0.550 1.628
H: 4.556 -1.210 1.630
C: -4.536 -1.488 -2.677
C: -4.320 -0.144 -2.404
C: -3.060 0.294 -2.025
C: -2.018 -0.627 -1.940
C: -2.235 -1.982 -2.204
C: -3.498 -2.407 -2.577
P: -0.374 -0.131 -1.487
C: 0.722 -0.094 -2.888
C: 0.254 -0.527 -4.130
C: 1.081 -0.425 -5.239
C: 2.361 0.093 -5.106
C: 2.827 0.521 -3.868
C: 2.014 0.431 -2.755
C: -0.326 1.483 -0.647
C: -0.542 2.727 -1.241
C: -0.428 3.864 -0.458
C: -0.106 3.782 0.899
C: 0.117 2.556 1.506
C: 0.001 1.431 0.709
H: -5.523 -1.825 -2.964
H: -5.134 0.563 -2.482
H: -2.902 1.339 -1.793
H: -1.427 -2.700 -2.121
H: -3.675 -3.453 -2.784
H: -0.745 -0.927 -4.236
H: 0.721 -0.746 -6.207
H: 3.000 0.171 -5.976
H: 3.824 0.931 -3.777
H: 2.372 0.781 -1.796
H: -0.776 2.801 -2.295
H: -0.590 4.835 -0.908
H: -0.036 4.689 1.486
H: 0.341 2.494 2.563
O: 0.451 -3.101 2.130
C: 0.406 -1.948 2.287
F: -1.617 -1.219 0.856
P: -2.766 -0.440 2.228
F: -2.775 0.805 1.270
F: -2.440 -1.765 3.006
F: -1.224 0.095 2.723
F: -3.945 -1.099 1.465
F: -3.519 0.261 3.380

HOMO-LUMO gap (alpha / beta) = 6.21 / 6.23 eV
total charge = +2

Results of the Mulliken charge analysis, in e, for atoms 1 through 8: number 1, V, carries -0.882; number 2, C, carries -1.916; number 3, C, carries 0.991; number 4, N, carries 0.431; number 5, O, carries -0.314; number 6, C, carries 0.476; number 7, C, carries -1.526; number 8, N, carries 0.357

---

Winner for stability: run A